Here is a molecular structure, C11H18BF10N5O4SbTc from OMol25. Energies are from ωB97M-V/def2-TZVPD.

Structure (XYZ):
```
51
Properties=species:S:1:pos:R:3:forces:R:3
Tc 0.020219 0.130988 0.159143 0.185 -0.081 -0.016
C 2.376609 -1.624150 -0.636094 0.016 0.003 0.011
C 1.128949 -2.073689 -1.413495 -0.055 0.017 0.023
N -0.103331 -1.830918 -0.599567 0.248 -0.095 0.031
C -0.278857 -2.881324 0.453342 0.007 -0.012 -0.036
C -0.731415 -2.296806 1.778634 -0.018 0.002 -0.013
N -0.127490 -0.936162 2.012016 -0.031 -0.006 0.134
C 1.139270 -0.930703 2.789310 -0.036 -0.009 0.019
C 2.199594 -1.468494 1.871691 0.012 -0.020 -0.050
N 2.007239 -0.779481 0.561969 -0.041 -0.002 0.070
H 3.014927 -1.029037 -1.284817 -0.022 0.005 -0.012
H 2.963748 -2.465778 -0.273408 0.008 -0.002 -0.007
H 1.172691 -3.134337 -1.662818 0.023 0.001 -0.012
H 1.027938 -1.511533 -2.335547 0.006 0.008 0.006
H -0.897430 -1.820883 -1.252550 -0.011 0.033 0.008
H 0.666370 -3.409737 0.551432 -0.005 -0.011 -0.003
H -1.014138 -3.606480 0.105681 -0.018 0.013 0.003
H -0.457346 -2.953307 2.605291 0.016 0.006 -0.001
H -1.806461 -2.165253 1.794724 -0.021 -0.005 -0.006
H -0.832167 -0.421784 2.539687 -0.029 -0.002 -0.022
H 1.028463 -1.515283 3.703260 0.015 -0.001 0.001
H 1.363501 0.099754 3.070920 0.015 -0.005 0.007
H 2.095661 -2.540890 1.733429 -0.001 0.001 0.000
H 3.206388 -1.282099 2.244449 -0.001 0.001 0.009
H 2.610097 0.040370 0.540761 0.016 -0.001 0.003
O -3.149024 5.182177 -0.095632 -0.035 0.012 0.027
C -2.613342 4.950261 1.082608 0.067 0.058 -0.002
O -2.757361 5.649791 2.040199 -0.024 -0.022 0.001
C -1.737320 3.725452 1.260142 -0.014 -0.043 0.024
C -1.124329 3.479516 2.486561 -0.005 0.008 0.000
N -0.431449 2.342907 2.390437 -0.043 0.047 -0.028
N -0.523493 1.835575 1.141131 0.100 0.162 0.103
C -1.332374 2.668662 0.461829 -0.033 0.020 0.009
C -1.620046 2.324033 -0.953447 0.078 0.024 -0.027
O -2.297987 3.000685 -1.659861 -0.036 -0.015 0.036
O -1.009924 1.182312 -1.342853 -0.110 0.120 0.057
H -2.940581 4.509911 -0.769137 0.017 -0.033 -0.035
H -1.150423 4.075282 3.387510 -0.013 0.000 -0.005
H 0.202510 1.967349 3.078166 0.018 0.016 -0.003
F 1.331486 1.100587 -0.650371 0.108 -0.031 -0.169
Sb -1.162610 0.609128 -3.544412 0.022 0.112 -0.253
F 0.663692 0.285445 -3.171460 -0.023 -0.039 0.005
F -0.747230 2.383280 -3.872202 0.002 -0.031 0.024
F -1.125152 -0.052939 -5.259618 0.001 -0.021 0.024
F -2.980213 0.907698 -3.372952 0.015 -0.021 0.062
F -1.445709 -1.091112 -2.712803 -0.068 -0.017 -0.038
F -3.987789 -1.160996 2.018311 0.007 -0.003 -0.023
B -4.414026 -1.636074 0.853810 0.014 -0.022 -0.010
F -1.772043 -0.264249 0.430339 -0.328 -0.140 0.065
F -3.642862 -2.536710 0.253856 0.007 0.026 0.004
F -5.510559 -1.207533 0.306535 -0.003 -0.004 0.003
```
Positions in Å, forces in eV/Å.

**E_HOMO (spin up / spin down)**: -16.25 / -16.25 eV
**LUMO (spin up / spin down)**: -10.648 / -10.699 eV
**Total charge**: +2
**Energy relative to the best compared isomer or geometry (same formula, charge and spin)**: 15.7 kcal per mole
**Spin multiplicity**: 1
**Orbital gap (spin up / spin down)**: 5.600 / 5.547 eV
**F_max**: 0.36 eV Å⁻¹

***

Here is 6 unconnected molecules or ions with the total composition C11H18Cl14N2O2 at a distorted geometry from OMol25. Energies are from ωB97M-V/def2-TZVPD.

Structure (XYZ):
```
47
Properties=species:S:1:pos:R:3:forces:R:3
Cl -0.336325 1.325497 -3.314014 -0.079 -0.070 0.019
C 0.653109 2.673168 -3.866349 0.098 0.111 -0.398
Cl -0.089826 3.423233 -5.299252 -0.007 -0.075 0.231
Cl 0.810773 3.855445 -2.579452 0.078 -0.005 0.031
Cl 2.253950 2.065501 -4.340300 -0.038 0.014 0.148
Cl 3.518285 -4.606245 -1.812812 0.038 0.244 -0.132
C 3.956402 -2.975981 -2.389111 0.134 -0.406 0.526
Cl 5.100725 -2.266998 -1.224755 0.135 -0.208 -0.180
Cl 4.688072 -3.094096 -3.974825 0.064 0.065 -0.096
Cl 2.526207 -1.969510 -2.433164 -0.313 0.096 -0.224
Cl -1.348022 3.653178 1.674422 0.147 0.053 -0.052
C -2.422280 3.271328 3.022915 -0.512 -0.111 -0.361
Cl -1.580467 3.476836 4.536996 0.134 0.036 0.246
Cl -3.817621 4.361098 2.929926 0.027 0.080 0.145
Cl -3.019837 1.610371 2.875036 0.179 -0.006 0.037
C 3.589578 0.689007 1.691464 0.913 -0.384 -0.048
N 3.393584 1.563882 0.558053 0.754 0.384 0.464
C 3.623673 1.015917 -0.743922 -0.011 -0.303 -1.414
C 3.360958 2.911428 0.727056 -0.040 -0.160 0.270
O 3.306345 3.714930 -0.169840 0.003 0.332 -0.560
H 3.428691 1.224424 2.623258 -0.324 -0.041 -0.013
H 4.624440 0.321329 1.726505 -0.032 0.057 -0.115
H 2.944660 -0.187421 1.621854 0.102 0.236 0.129
H 4.122558 0.045414 -0.706747 -0.057 0.252 0.365
H 2.708089 0.849566 -1.324266 0.129 0.186 0.247
H 4.217336 1.664100 -1.392952 0.091 0.218 0.371
H 3.354119 3.233065 1.782005 -0.022 -0.205 0.076
C -4.254190 -2.608977 -0.683651 0.214 0.184 -0.233
N -4.767681 -2.705436 0.665440 0.221 0.360 -0.238
C -5.675657 -3.768539 0.968629 -0.399 -0.255 0.449
C -4.409730 -1.795032 1.611958 0.201 -0.317 -0.673
O -4.722737 -1.839824 2.775447 -0.211 0.167 0.482
H -4.963347 -2.174707 -1.397107 -0.066 0.076 0.184
H -3.961891 -3.575456 -1.102894 -0.082 -0.135 0.363
H -3.346763 -2.007292 -0.663000 -0.125 0.108 -0.109
H -6.009375 -3.678016 1.999820 0.190 0.054 0.073
H -6.579907 -3.706598 0.357975 0.150 -0.158 -0.245
H -5.174202 -4.731086 0.854290 -0.194 -0.103 -0.146
H -3.773988 -1.002279 1.182735 0.085 0.036 0.079
Cl -0.990733 -0.782800 -0.724346 -0.262 -0.379 -0.066
C 0.601071 -0.229964 -0.219626 0.779 0.336 0.513
C 0.534702 0.761271 0.923767 -0.462 0.715 -0.552
Cl 0.681562 0.005484 2.512571 -0.625 -0.205 0.481
H 1.088149 0.242081 -1.069358 -0.456 -0.083 -0.054
H 1.232731 -1.056847 0.099860 -0.249 -0.311 -0.253
H -0.405162 1.305872 0.893603 -0.040 -0.136 0.102
H 1.329987 1.499699 0.816179 -0.266 -0.345 0.131
```
Positions in Å, forces in eV/Å.

**E_HOMO**: -9.30 eV
**LUMO**: -0.025 eV
**Spin multiplicity**: 1
**SMILES string**: ClC(Cl)(Cl)Cl.ClC(Cl)(Cl)Cl.ClC(Cl)(Cl)Cl.CN(C)C=O.CN(C)C=O.ClCCCl
**Orbital gap**: 9.272 eV
**F_max**: 1.45 eV Å⁻¹

***

Here is a molecular structure, C11H18Cl2N2Tb at a distorted geometry from OMol25. Energies are from ωB97M-V/def2-TZVPD.

Structure (XYZ):
```
34
Properties=species:S:1:pos:R:3:forces:R:3
Tb 1.580128 -1.912807 2.792002 0.071 -0.346 1.755
Cl -0.395860 -2.972384 1.728881 -1.295 -0.813 -0.824
Cl 1.472905 -0.798536 5.006558 -0.109 0.627 1.313
C -1.149384 1.699034 0.488684 0.915 -0.776 1.576
H -0.229970 2.006743 0.970556 -0.101 0.512 -0.091
H -1.936207 1.632858 1.222906 -0.057 -0.610 0.092
C -0.807164 0.765172 -0.688992 -0.616 1.187 0.155
C -1.520012 2.159598 -0.819815 1.640 -0.906 -2.173
H 0.284431 0.684194 -0.723020 -0.499 0.348 -0.539
C -2.976019 2.044879 -1.152407 -0.461 0.270 -0.138
H -0.936650 2.908256 -1.347491 -0.260 0.292 0.175
C -3.603718 0.774959 -0.572860 -0.103 0.237 0.121
H -3.466758 2.935562 -0.763450 -0.282 0.128 0.138
H -3.128564 2.071447 -2.238589 0.058 -0.100 0.061
C -3.019257 -0.442275 -1.246522 0.178 -0.195 -0.166
H -3.413822 0.727783 0.500041 -0.106 -0.068 -0.035
H -4.684687 0.793367 -0.667315 -0.239 0.086 -0.216
C -1.498227 -0.518322 -1.062570 -0.072 -1.158 0.710
H -3.465511 -1.359584 -0.866109 -0.086 -0.065 0.072
H -3.269601 -0.408939 -2.314004 0.042 0.097 0.031
H -1.243219 -1.172356 -0.221279 -0.404 -0.249 -0.014
H -1.095640 -1.101247 -1.917569 0.276 0.947 0.187
C 3.256186 -2.729608 0.812783 0.869 -0.284 -0.511
C 3.177317 -1.251987 0.529448 -1.406 0.402 0.526
N 2.275743 -0.458377 1.144403 0.937 1.228 -2.309
C 2.396894 0.811299 0.539822 0.648 -1.485 0.561
C 3.424544 0.790025 -0.341483 -0.239 -0.982 0.068
N 3.875041 -0.537581 -0.354197 0.916 0.635 -0.654
H 4.016650 -3.228335 0.193777 -0.208 0.317 0.205
H 3.573980 -2.929760 1.882144 0.118 0.041 -0.670
H 2.303420 -3.254755 0.617454 0.205 0.338 -0.010
H 1.728658 1.610233 0.766046 -0.038 0.292 0.323
H 3.838593 1.562586 -0.959332 0.083 -0.067 -0.120
H 4.635780 -0.901141 -0.938501 -0.375 0.121 0.401
```
Positions in Å, forces in eV/Å.

**E_HOMO (spin up / spin down)**: -3.27 / -0.11 eV
**LUMO (spin up / spin down)**: 2.863 / 2.768 eV
**Total charge**: -1
**Spin multiplicity**: 7
**Orbital gap (spin up / spin down)**: 6.135 / 2.882 eV
**F_max**: 2.87 eV Å⁻¹

***

> Which of these has the highest F_max?

C11H18Cl2N2Tb

***

> The highest F_max belongs to which entry?

C11H18Cl2N2Tb